i) Formula: C9H10N2O2
Source: the OMol25 dataset
Level of theory: ωB97M-V/def2-TZVPD

Computed properties:
HOMO   -8.769 eV
Orbital gap   9.4638 eV
Spin multiplicity   1

Structure (XYZ):
```
23
Properties=species:S:1:pos:R:3:mulliken_charge:R:1
N 1.5170 1.6282 -1.5559 -0.4994
C 0.3193 1.0595 -1.4663 0.5067
O -0.5193 1.2812 -2.2628 -0.5902
C 0.0767 -0.1985 -0.3578 2.2999
C -0.2930 0.7423 0.8024 -0.7850
C -0.1099 0.5924 2.1537 -0.0432
N -0.7848 1.5520 2.8439 -0.6031
C -1.2190 2.3346 1.9299 -0.1939
O -1.0215 1.8668 0.6711 -0.3557
C 1.2559 -0.9697 -0.0249 -1.3470
C 0.9900 -2.2601 -0.2291 -0.5885
C -0.3697 -2.5004 -0.7223 -0.4770
C -0.9924 -1.0953 -0.7070 -0.9678
H 2.1132 1.8517 -0.7612 0.2575
H 1.5533 2.5020 -2.0772 0.2866
H 0.4358 -0.1828 2.7429 0.4420
H -1.7321 3.2815 1.8684 0.3966
H 1.9663 -0.5343 0.5501 0.6727
H 1.7764 -2.9623 -0.1063 0.4774
H -0.5451 -2.9603 -1.7021 0.2821
H -0.9738 -3.2041 0.0120 0.2307
H -1.5733 -0.8077 -1.6444 0.3218
H -1.8700 -1.0166 0.0428 0.2768
```

***

ii) Formula: C9H10N2O2
Source: the OMol25 dataset
Level of theory: ωB97M-V/def2-TZVPD

Computed properties:
HOMO   -8.534 eV
Orbital gap   8.3400 eV
Spin multiplicity   1

Structure (XYZ):
```
23
Properties=species:S:1:pos:R:3:mulliken_charge:R:1
N 0.6698 -0.2194 0.1940 -0.3554
C -0.5845 0.2721 -0.0113 1.0168
C -0.7262 1.6366 -0.2108 -0.4321
C -1.9484 2.3180 -0.4118 -0.7151
C -3.1677 1.6279 -0.2557 -0.4965
C -3.0602 0.2747 0.0982 -0.5392
C -1.7857 -0.4125 0.1903 -0.0886
N -1.8435 -1.7936 0.5378 1.0441
O -2.8846 -2.3563 0.7284 -0.6544
O -0.7765 -2.3532 0.5928 -0.6996
H 1.4082 0.4723 0.2565 0.1826
H 1.0667 -1.2011 0.1888 0.2881
H 0.2556 2.2266 -0.4088 0.1900
H -2.0194 3.3311 -0.3858 0.4280
H -4.1929 2.0723 -0.2698 0.3247
H -3.8686 -0.4215 0.1402 0.4567
C 3.3259 -0.4896 -1.4072 -0.5533
C 3.3435 -0.7591 -0.1563 0.0290
C 3.4291 -1.0509 1.1079 -0.6500
H 2.6747 -1.0411 -1.9790 0.3094
H 3.9630 0.2158 -1.8096 0.2906
H 4.0038 -1.8046 1.5363 0.3017
H 2.7181 -0.5443 1.7350 0.3226
```

***

Name the most stable of them. i).

***

i) Formula: C2H3I3O
Source: the OMol25 dataset
Level of theory: ωB97M-V/def2-TZVPD

Computed properties:
HOMO   -7.805 eV
Orbital gap   7.3965 eV
Spin multiplicity   1

Structure (XYZ):
```
9
Properties=species:S:1:pos:R:3:mulliken_charge:R:1
C -0.2402 -0.4355 -1.1387 0.0927
C -0.2571 1.2622 1.3439 -0.8065
O 0.8078 -0.9524 -0.8311 -0.4658
I -0.4487 0.8665 -2.7304 0.0667
I 1.7846 0.5479 1.8098 0.2766
I -1.5630 -0.0860 2.2001 0.0583
H -1.0821 -0.4951 -0.4770 0.2743
H -0.3321 2.3284 1.8035 0.3121
H 2.4335 -0.0830 0.3779 0.1915
```

***

ii) Formula: C2H3I3O
Source: the OMol25 dataset
Level of theory: ωB97M-V/def2-TZVPD

Computed properties:
HOMO (spin up / spin down)   -8.241 / -8.026 eV
Orbital gap (spin up / spin down)   6.6810 / 5.8789 eV
Spin multiplicity   1

Structure (XYZ):
```
9
Properties=species:S:1:pos:R:3:mulliken_charge:R:1
C 0.4949 0.7783 0.0387 -0.9111
C 0.2031 -0.6888 -0.1198 0.1094
O -0.3825 -1.3459 0.8115 -0.2242
I -0.6590 1.9005 1.3351 0.1812
I -2.5746 -0.2349 -1.7032 -0.3952
I 1.6680 -1.8295 -1.2400 0.1409
H 1.5594 0.8382 0.4660 0.4554
H 0.5918 1.3694 -0.8603 0.4033
H -0.9010 -0.7873 1.2721 0.2403
```

***

Name the most stable of them. ii).

***

i) Formula: C5H10OS2
Source: the OMol25 dataset
Level of theory: ωB97M-V/def2-TZVPD

Computed properties:
HOMO   -8.312 eV
Orbital gap   9.0261 eV
Spin multiplicity   1

Structure (XYZ):
```
18
Properties=species:S:1:pos:R:3:mulliken_charge:R:1
C 1.8584 1.1475 3.2907 -1.1309
C 1.5476 0.4455 1.9965 -0.2897
S -0.3111 0.4234 1.9196 -0.1308
S -1.0788 0.5727 -0.0047 -0.1588
C -0.5461 -0.5946 -1.2632 -0.6164
C -1.8080 -0.9977 -2.0726 -0.5761
C -1.6200 -0.4808 -3.5235 0.0216
O -2.4365 0.2507 -4.0533 -0.4631
H 2.6808 0.7265 3.8049 0.3293
H 0.9933 1.1466 4.0483 0.2684
H 1.9777 2.1827 3.1695 0.3363
H 2.0369 1.0789 1.2767 0.3092
H 1.8275 -0.5965 1.9438 0.3270
H 0.2532 -0.1863 -1.8420 0.3651
H -0.0211 -1.4720 -0.8480 0.3772
H -2.7894 -0.7182 -1.7468 0.4059
H -1.8578 -2.0889 -2.0174 0.3008
H -0.7065 -0.8396 -4.0785 0.3250
```

***

ii) Formula: C5H10OS2
Source: the OMol25 dataset
Level of theory: ωB97M-V/def2-TZVPD

Computed properties:
HOMO   -8.526 eV
Orbital gap   9.2635 eV
Spin multiplicity   1

Structure (XYZ):
```
18
Properties=species:S:1:pos:R:3:mulliken_charge:R:1
C 0.7940 -0.7747 -1.9619 -0.5181
C -0.3162 0.2966 -2.2868 -0.3872
O -0.2629 1.2811 -1.2945 -0.2956
C -0.7399 1.3801 0.0720 -0.3417
S 0.1966 1.3269 1.4577 -0.0539
C -0.3969 -0.3437 1.7787 -0.6146
S -0.1618 -1.7183 0.7218 -0.0902
C 0.9752 -1.0733 -0.5015 -0.8169
H 1.7323 -0.3080 -2.2976 0.2803
H 0.6337 -1.4753 -2.8288 0.3434
H -1.4083 -0.1470 -2.2277 0.2695
H -0.0545 0.7704 -3.2997 0.2527
H -1.2313 2.5290 -0.1472 0.2595
H -1.5797 0.4980 0.0209 0.1490
H -1.5202 -0.2373 1.5907 0.3098
H -0.1007 -0.3425 2.8884 0.3808
H 1.4580 -0.2804 -0.1675 0.5296
H 1.7195 -1.9034 -0.6504 0.3437
```

***

Name the most stable of them. i).

***

i) Formula: C7H11NO
Source: the OMol25 dataset
Level of theory: ωB97M-V/def2-TZVPD

Computed properties:
HOMO   -7.621 eV
Orbital gap   8.3375 eV
Spin multiplicity   1

Structure (XYZ):
```
20
Properties=species:S:1:pos:R:3:mulliken_charge:R:1
H 1.0557 -0.8119 1.8557 0.2935
N 1.5882 -0.1867 1.2606 -0.7683
C 1.1773 -0.0845 0.0656 0.8960
C 1.9961 0.6943 -0.9241 -1.3907
C 0.0655 -1.2291 -0.5116 0.0179
C 0.3517 -2.5025 -0.4269 -0.7698
C -0.6723 -0.0516 -0.8719 -0.7499
C -1.4734 0.7343 -0.0951 0.9934
C -1.5991 0.6286 1.3842 -1.5150
O -2.1043 1.7833 -0.7147 -0.5167
H 1.4578 1.5946 -1.2201 0.2868
H 2.9303 0.9977 -0.4596 0.4594
H 2.1991 0.0992 -1.8126 0.2972
H 1.2993 -2.8392 -0.0133 0.2906
H -0.3245 -3.2430 -0.8348 0.3069
H -0.6567 0.1852 -1.9312 0.3820
H -1.2784 -0.3575 1.7266 0.3049
H -0.9691 1.3671 1.8853 0.3536
H -2.6327 0.8039 1.6950 0.5147
H -2.4107 2.4178 -0.0571 0.3135
```

***

ii) Formula: C7H11NO
Source: the OMol25 dataset
Level of theory: ωB97M-V/def2-TZVPD

Computed properties:
HOMO   -8.824 eV
Orbital gap   9.6736 eV
Spin multiplicity   1

Structure (XYZ):
```
20
Properties=species:S:1:pos:R:3:mulliken_charge:R:1
C -1.3719 -0.0249 1.7919 -1.2475
C -0.6516 0.4104 0.8072 0.3303
C -0.1561 1.8790 0.5699 -0.6030
N 0.2474 1.9768 -0.8330 -0.5020
C 0.5619 0.5881 -1.2701 -0.4095
C 1.5181 -0.1671 -0.4553 -0.9411
C -0.0375 -0.3622 -0.3276 0.9669
C -0.6516 -1.7277 -0.7458 -0.5926
O 0.2976 -2.8454 -0.6362 -0.5470
H -1.7005 0.5338 2.6045 0.3849
H -1.6682 -1.0766 1.8403 0.2310
H 0.7674 2.1575 1.2105 0.2365
H -0.8746 2.6968 0.8780 0.3384
H 1.0656 2.5859 -0.9322 0.2709
H 0.4556 0.4270 -2.3280 0.4187
H 2.0366 0.2752 0.3431 0.2321
H 2.0057 -1.0535 -0.8503 0.4145
H -1.5208 -1.9897 -0.1505 0.3459
H -1.0125 -1.5229 -1.7636 0.3166
H 0.6894 -2.7604 0.2473 0.3561
```

***

iii) Formula: C7H11NO
Source: the OMol25 dataset
Level of theory: ωB97M-V/def2-TZVPD

Computed properties:
HOMO   -8.146 eV
Orbital gap   8.6952 eV
Spin multiplicity   1

Structure (XYZ):
```
20
Properties=species:S:1:pos:R:3:mulliken_charge:R:1
C -0.1987 0.1838 1.9959 -0.9769
C 0.1067 -0.1649 0.4671 0.2222
C 0.7035 -1.5920 0.6046 -1.3682
C -0.2048 0.2982 -0.7060 0.9516
C -2.5628 1.0347 -0.3354 -0.1863
C 0.8358 -0.0009 -1.7852 -0.4347
C 2.2150 -0.1076 -1.5114 -0.5834
H 0.2329 -0.7707 2.9252 0.2347
H -1.6175 0.2556 1.6014 0.2562
H 0.2544 1.3744 2.5774 0.2314
H 1.8526 -1.2268 0.8537 0.2505
H 0.4277 -2.1593 1.6234 0.3149
H 0.6854 -2.1349 -0.3359 0.3639
H -1.0591 2.1108 -1.1824 0.2444
H -3.1459 1.8857 -0.4782 0.4506
H 0.3468 -0.4122 -2.8265 0.1797
H 2.6768 0.3346 -0.5299 0.2854
H 2.7820 -0.4131 -2.5451 0.2257
N -1.2405 1.2076 -0.8423 -0.1743
O -3.0904 0.2971 0.4296 -0.4872
```

***

iv) Formula: C7H11NO
Source: the OMol25 dataset
Level of theory: ωB97M-V/def2-TZVPD

Computed properties:
HOMO   -9.705 eV
Orbital gap   10.0709 eV
Spin multiplicity   1

Structure (XYZ):
```
20
Properties=species:S:1:pos:R:3:mulliken_charge:R:1
H -1.6656 3.0508 0.3961 0.2405
N -1.4725 2.2687 -0.2252 -0.6570
C -1.0824 1.2151 0.3537 0.6715
C -0.8789 1.0528 1.8309 -1.2000
C -0.7786 0.0427 -0.5014 0.4131
C -1.0318 0.0798 -1.8094 -1.1144
C -0.2466 -1.2010 0.1359 0.4283
O -0.8219 -1.7733 1.0300 -0.5583
C 1.0650 -1.6936 -0.4360 -0.4895
C 2.1524 -0.6245 -0.3417 -1.1199
H -1.4814 0.2248 2.1996 0.3247
H 0.1646 0.8187 2.0400 0.2482
H -1.1529 1.9638 2.3607 0.4117
H -1.4617 0.9671 -2.2414 0.4013
H -0.8535 -0.7597 -2.4592 0.3173
H 0.9054 -1.9536 -1.4843 0.3474
H 1.3647 -2.5929 0.1048 0.3720
H 3.0755 -0.9921 -0.7829 0.3752
H 1.8508 0.2784 -0.8681 0.3087
H 2.3494 -0.3720 0.6979 0.2792
```

***

Name the most stable of them. iv).

***

i) Formula: C4H8FNO2
Source: the OMol25 dataset
Level of theory: ωB97M-V/def2-TZVPD

Computed properties:
HOMO   -10.070 eV
Orbital gap   10.5844 eV
Spin multiplicity   1

Structure (XYZ):
```
16
Properties=species:S:1:pos:R:3:mulliken_charge:R:1
C 1.7815 -0.0736 0.7334 -1.7161
C 0.3297 0.0131 0.2969 1.7884
C -0.4397 -1.1846 0.2534 -0.7880
C 0.1183 0.4854 -1.0741 -0.0119
H 2.5116 0.8232 0.4828 0.3210
H 2.3281 -0.5581 -0.0947 0.4370
H 1.9125 -0.3542 1.7056 0.4406
H 0.5643 -2.0665 0.0490 0.2987
H -1.2413 -1.0487 -0.7103 0.2682
H -2.0704 -1.2171 1.9833 0.2840
H -1.0872 -2.6777 1.3779 0.3010
H -0.7781 1.7535 -2.2366 0.3862
N -0.9880 -1.6281 1.6872 -0.5829
O -0.5549 1.6724 -1.1958 -0.4801
O 0.2930 -0.1327 -2.0900 -0.5514
F -0.4297 0.9981 1.1846 -0.3947
```

***

ii) Formula: C4H8FNO2
Source: the OMol25 dataset
Level of theory: ωB97M-V/def2-TZVPD

Computed properties:
HOMO   -9.962 eV
Orbital gap   10.4511 eV
Spin multiplicity   1

Structure (XYZ):
```
16
Properties=species:S:1:pos:R:3:mulliken_charge:R:1
H 1.0801 0.3965 -1.7052 0.2043
N 1.0428 -0.0021 -0.7856 -0.6394
C 0.4522 0.6867 0.0720 0.3383
C -0.2254 1.9454 -0.1464 -0.8663
H 0.4599 0.2164 1.2067 0.2427
H -1.3000 1.9600 0.0625 0.1320
H 0.1462 2.8058 0.4246 0.3022
H -0.1968 2.1555 -1.2110 0.2789
O -4.1868 0.9725 -0.7890 -0.3405
C -4.4470 0.8599 0.3115 0.7047
O -4.8172 0.6610 1.3808 -0.3567
C -1.2989 -2.0544 -1.2346 -0.3828
F -1.6939 -1.9656 0.0521 -0.2519
H -0.0937 -1.9807 -1.1742 0.2161
H -1.4878 -1.1220 -1.8257 0.1580
H -1.7594 -2.9316 -1.7361 0.2605
```

***

Name the most stable of them. ii).

***

i) Formula: C2H9N4P3
Source: the OMol25 dataset
Level of theory: ωB97M-V/def2-TZVPD

Computed properties:
HOMO   -8.166 eV
Orbital gap   8.2482 eV
Spin multiplicity   1

Structure (XYZ):
```
18
Properties=species:S:1:pos:R:3:mulliken_charge:R:1
C 1.7093 0.2052 -0.6989 -0.7170
N 0.8309 0.0449 0.4246 -0.1403
C 1.2487 -0.8930 1.4168 -0.8574
N -0.7608 -0.4734 0.0179 0.0606
P -1.0636 -1.6244 -1.2506 0.0504
N -2.6188 -1.6780 -1.2487 -0.1772
P -3.7167 -0.9765 -0.2361 0.0399
N -3.1896 0.6803 -0.0991 -0.4432
P -1.6484 0.8570 0.8129 0.1058
H 2.8114 0.0118 -0.2618 0.2613
H 1.4958 -0.6219 -1.4882 0.2672
H 1.6423 1.2339 -1.1898 0.2437
H 1.5380 -1.9339 0.9717 0.2595
H 2.0383 -0.3778 1.8916 0.4378
H 0.3811 -1.1870 2.1242 0.2514
H -4.5909 -0.6135 -1.2533 0.0380
H -3.7940 1.0810 0.6165 0.2939
H -1.0204 1.8011 -0.1371 0.0256
```

***

ii) Formula: C2H9N4P3
Source: the OMol25 dataset
Level of theory: ωB97M-V/def2-TZVPD

Computed properties:
HOMO (spin up / spin down)   -6.956 / -6.954 eV
Orbital gap (spin up / spin down)   5.8128 / 5.8101 eV
Spin multiplicity   1

Structure (XYZ):
```
18
Properties=species:S:1:pos:R:3:mulliken_charge:R:1
C -0.5638 1.7561 0.8920 -0.9662
C -0.4249 -0.7311 1.6477 -1.0593
N -0.6839 -1.5965 -1.1490 -0.0874
N 0.3646 0.5365 -1.9735 -0.4251
N 1.2345 0.3671 0.4213 -0.7594
N -0.0903 0.3975 0.7397 0.3868
P -1.0191 -0.0322 -1.1638 0.1380
P 0.2921 -2.5241 -1.9785 0.0613
P 1.6821 1.1354 -0.9830 0.0212
H 0.1789 2.2928 1.6630 0.3017
H -0.4551 2.2447 0.0058 0.4178
H -1.5428 1.6475 1.2769 0.3902
H -0.0483 -1.6884 1.4042 0.3738
H -0.0129 -0.6379 2.5841 0.4733
H -1.4229 -0.8667 2.0110 0.3797
H 0.0640 1.3258 -2.6193 0.3111
H -0.1778 -3.8767 -1.4585 0.0504
H 2.6256 0.2502 -1.3201 -0.0079
```

***

Name the most stable of them. i).